1.
DFT (ωB97M-V/def2-TZVPD) results for C38H31AgF4N8O3S2SeSi as an isolated structure at a distorted geometry.

Each line ends with the Mulliken charge.
Atoms and positions in Å:
C  5.8300  2.6185  -2.1998  -0.5754
C  3.0503  1.3874  0.7829  -1.0195
C  -1.2230  -5.0514  2.3418  -0.7779
C  -0.8709  -2.0978  -1.5469  0.6294
N  -1.0280  -1.2757  -2.4445  -0.5062
C  4.3811  0.9821  0.8262  0.6754
C  -5.8871  -3.7834  -2.1342  0.4661
H  5.1402  1.1991  -3.3252  0.3374
C  -8.0708  -3.6682  -0.9136  0.0988
Se  2.3553  0.7225  -2.7947  -0.9479
H  2.7214  4.1204  -1.7369  0.2575
C  -5.1736  -2.9928  -1.2084  0.1007
H  6.8080  2.8811  -1.8048  0.4312
C  2.8433  3.3062  -4.9091  -1.0336
H  1.4414  5.0197  -2.5651  0.4363
S  -1.6520  3.4371  2.1362  -0.1934
H  3.8612  4.0921  5.0938  0.3844
H  -0.2267  5.3699  5.1011  0.3311
H  -2.9744  -0.8811  3.6420  0.3948
C  -1.7180  -1.3241  1.9584  0.5904
C  -0.1134  -4.3778  0.3292  -0.3169
C  -1.6327  -3.7420  2.5452  -0.8561
O  -0.2058  -2.1086  -0.3917  -0.2706
C  4.6975  -0.1415  1.5745  -0.4802
N  -1.1990  0.8444  2.2546  -0.6200
N  2.0632  0.7207  1.3669  0.2543
C  -1.5943  -2.9909  -2.4016  0.6214
F  -5.8157  -2.4697  -0.1495  -0.3575
H  3.8762  3.3654  -4.5566  0.2256
H  -0.7720  2.4352  -3.4445  0.1715
C  -3.0715  -1.0934  2.5732  -2.1014
H  5.7304  -0.4613  1.6314  0.4653
C  2.3713  -0.3839  2.0391  -0.1468
C  0.5210  4.6172  4.8743  -0.5050
O  6.0172  1.5581  -3.1152  -0.5676
F  -3.0926  -4.4544  -4.3736  -0.3621
H  -0.1281  -6.3893  1.0634  0.4312
C  0.1284  3.4261  4.2719  0.2668
C  -1.4077  1.8111  1.4454  0.1827
C  -0.7556  -3.7314  -3.3112  -0.2378
H  5.3878  3.4838  -2.7036  0.2356
C  1.1010  2.4728  3.9770  0.2417
N  4.9696  2.2551  -1.1064  0.2184
S  -1.6076  1.8183  -0.2778  -0.5331
C  2.4343  2.7121  4.2694  -0.5115
H  3.1787  1.9683  4.0082  0.3555
F  -3.2680  -1.9620  -0.3727  -0.0440
C  -0.0566  2.6712  -4.2358  -0.9509
H  -3.5296  -0.2198  2.1114  0.3982
C  -7.9900  -4.8690  -2.9525  0.1252
H  -0.3458  3.6257  -4.6863  0.3207
H  4.0403  1.9548  -1.4072  -0.2937
H  2.8217  2.6004  -5.7425  0.2644
N  -8.7874  -3.3613  -0.0596  -0.7637
H  -3.7289  -1.9487  2.4305  0.5317
C  -0.4550  -5.3719  1.2336  -0.5946
C  -1.3099  3.1847  3.9058  -0.9007
Ag  0.3356  0.6726  -1.2058  1.0437
H  2.5551  4.2930  -5.2841  0.3357
C  3.6750  -0.8379  2.1968  -1.0315
N  -0.0196  -4.3340  -3.9563  -0.6604
H  0.8022  1.5607  3.4790  0.3043
H  -1.6127  2.1640  4.1355  0.2525
C  -1.2931  -2.7206  1.6602  0.7725
H  2.1440  5.7918  5.6407  0.3448
C  -3.8335  -2.7242  -1.3220  0.0088
C  1.8556  4.8562  5.1762  -0.5316
H  -2.2296  -3.4980  3.4149  0.4791
C  1.7233  4.0359  -2.1767  -0.9911
H  0.4795  -4.5955  -0.5507  0.5227
N  -0.8786  -0.3905  1.7425  0.6999
H  2.7610  2.2894  0.2543  0.8372
O  6.6230  1.6439  0.3501  -0.7151
H  1.5279  -0.9236  2.4578  0.3443
Si  1.6820  2.7365  -3.5357  0.8755
F  -5.6276  -4.9891  -4.1698  -0.3631
C  -0.5422  -3.0805  0.5429  -0.0943
H  3.8730  -1.7345  2.7695  0.4760
C  -5.0796  -4.2371  -3.1978  0.2000
C  2.8178  3.9039  4.8726  -0.5608
C  -7.2729  -4.0902  -2.0082  0.3484
H  -0.1315  1.8868  -4.9915  0.2688
C  5.4489  1.6532  0.0172  0.1287
C  -3.7388  -3.9597  -3.3068  -0.2059
N  -8.6382  -5.5028  -3.6705  -0.7586
H  -1.5071  -5.8193  3.0498  0.3947
C  -3.0373  -3.2087  -2.3616  0.5577
H  -1.9611  3.8756  4.4430  0.5585
H  1.0204  3.7731  -1.3812  0.1831

Atoms 1-3, force components in eV/Å:
0.001 0.017 0.005
0.001 -0.002 0.009
-0.003 0.018 0.003

## Properties
- Net charge: -2
- HOMO-LUMO gap: 6.656 eV
- Largest force on an atom: 0.0252 hartree/bohr
- Energy relative to the best compared isomer or geometry (same formula, charge and spin): 0.0 kcal/mol
- LUMO energy: 3.8 eV
- HOMO level: -2.85 eV

***

2.
DFT (ωB97M-V/def2-TZVPD) results for C50H59IrN4O3SSe as an isolated structure.

Each line ends with the Mulliken spin population.
Atoms and positions in Å:
H  3.3617  3.1186  0.0431  0.0006
C  2.9956  0.8912  5.8931  0.0002
H  2.6344  0.7827  -3.4286  -0.0056
H  -5.8687  1.6216  -3.0621  0.0012
C  3.9785  1.8879  5.3381  0.0002
H  -3.4935  2.1866  -7.7280  0.0025
H  2.6897  -5.3484  3.0811  0.0012
H  5.4207  2.8304  -4.2881  0.0000
C  -1.3916  -3.9658  -2.4331  0.0560
H  -4.7416  -0.3580  -6.6302  -0.0009
H  4.9883  1.4777  5.3191  0.0000
C  1.5974  -5.0814  1.2388  0.4151
C  -1.1305  -0.4195  -3.2059  0.1390
H  1.1848  -1.5817  2.3006  0.0795
C  1.1126  -0.9632  6.8378  0.0091
H  -1.0293  -0.5433  -7.3023  -0.0010
H  -6.3436  -0.0479  -3.4393  0.0008
H  -5.3124  -1.9901  -2.1639  -0.0023
C  -0.7143  -2.4176  2.8962  0.0133
C  -5.1085  -1.2882  -1.3517  0.0242
C  2.3017  3.3612  2.1296  0.0022
C  0.1470  -4.4590  -0.7748  0.1033
H  1.8574  2.3300  7.0016  -0.0002
H  2.5757  0.6739  2.6923  -0.0082
C  2.8114  2.3307  -0.4513  -0.0029
N  -0.3265  -2.9517  5.2308  0.0958
C  1.0744  0.6698  -0.3885  -0.0024
C  1.9515  1.2870  6.7227  -0.0001
H  -6.0051  -1.2263  -0.7320  0.0010
H  3.3535  3.0715  2.1933  -0.0002
H  1.9641  -3.1964  4.0286  0.0667
N  -1.4254  -1.5256  1.9776  0.3540
H  1.9821  3.6727  3.1266  0.0005
O  -0.9490  -3.8709  7.2175  0.0146
C  5.6231  2.5097  -1.6190  0.0006
C  1.6332  -3.5114  3.0522  0.2729
H  3.9943  2.8014  5.9314  0.0000
H  5.5367  2.8943  -0.6006  0.0000
C  -1.2805  -0.1057  -4.5242  0.0431
H  -1.1635  -3.4173  2.8087  0.0163
H  -3.6225  0.7723  -0.1694  -0.0152
C  -0.9412  -5.1906  -2.8276  -0.0414
S  0.2434  -5.8421  -1.7774  0.0339
C  -3.6495  0.3223  -4.1687  -0.0260
H  -0.1390  -1.8297  8.2710  0.0007
C  -1.4527  0.4631  -7.3257  0.0100
C  0.8064  -4.1836  0.4787  0.0482
H  -0.3059  3.0905  2.6463  -0.0044
H  -0.1572  3.5159  0.9355  0.0020
C  1.0130  0.3756  7.1864  -0.0001
H  0.8539  0.2833  2.4801  0.0714
C  0.7415  -2.5809  2.3061  -0.0441
O  0.0863  0.0251  0.2380  0.0787
H  -3.8629  -0.3096  -8.1593  0.0026
C  -4.7847  0.1103  -1.9060  0.0157
H  -5.3526  1.1247  -0.0876  0.0005
H  -4.5981  0.6283  -4.5819  -0.0033
H  -0.7280  1.9069  1.3915  -0.0113
N  0.5200  -2.9733  0.9243  0.2080
C  -3.7551  -0.4640  -7.0842  0.0336
H  1.8530  -6.0464  0.8255  0.0161
H  2.3127  -2.4397  5.8596  0.0017
H  2.2219  4.2305  1.4737  -0.0001
H  3.8862  4.6669  -1.4458  0.0000
H  6.4747  3.0041  -2.0922  0.0000
H  -0.6976  1.1667  -6.9686  -0.0004
C  -2.5424  0.2547  -5.0489  0.0240
H  1.3489  1.4598  3.7013  -0.0051
C  -0.7663  -3.5239  -1.2285  -0.1457
C  -0.0369  2.7054  1.6579  0.0383
Ir  -0.7403  -1.8475  -0.1452  1.3519
C  2.1829  -1.3862  6.0639  -0.0026
H  -2.6227  2.7244  -6.2873  0.0002
Se  0.5867  -1.0465  -2.6250  0.1755
C  4.5683  2.2982  -3.8623  0.0000
H  -4.3055  2.0906  -1.1307  -0.0041
H  -1.2507  -5.7578  -3.6924  -0.0005
H  3.7177  2.1628  4.3125  -0.0003
C  2.0366  -4.6929  2.5202  -0.0883
H  0.1872  0.7101  7.8047  -0.0004
H  3.1608  4.4843  -3.0456  0.0001
C  -1.1904  -0.7319  4.6802  0.0074
H  -1.1949  -0.4078  5.7065  0.0035
H  -6.8476  0.6952  -1.9284  0.0000
H  3.7005  2.5033  -4.4940  -0.0002
C  -1.7130  0.1082  3.6986  0.3359
C  1.7915  1.7136  0.2554  -0.0224
H  -4.2699  2.0991  -6.1497  -0.0016
H  -2.0548  1.1030  3.9444  -0.0032
C  -0.7510  -1.9887  4.3441  0.2172
C  -3.3201  1.9775  -6.6711  0.0297
H  -0.4113  -0.1260  -5.1648  -0.0116
C  2.4376  1.0538  -2.4009  -0.0296
C  3.1000  -0.4634  5.5874  -0.0074
C  -2.7497  0.5572  -6.5218  0.0724
O  -2.2007  -0.7687  -1.1204  0.4874
C  4.0507  4.2703  -2.4493  0.0001
C  1.5591  1.0796  2.6967  -0.0055
C  4.3417  2.7645  -2.4255  -0.0011
H  -0.3717  -3.9036  4.8914  -0.0070
H  -4.2986  -1.6865  -0.7419  -0.0075
C  -2.2846  -0.4098  -2.3280  0.2156
C  -3.5794  0.0295  -2.8355  0.1547
C  3.1771  2.0253  -1.7674  0.0229
C  -4.4870  1.0823  -0.7517  0.0391
H  -2.2682  0.2773  1.6116  0.0656
C  -6.0249  0.6258  -2.6408  -0.0009
N  0.1053  -1.8627  7.2923  0.0046
H  -3.4109  -1.4872  -6.9212  -0.0019
C  1.4148  2.2022  1.6649  -0.0209
H  3.9289  -0.8080  4.9791  0.0023
H  4.7885  1.2294  -3.9123  -0.0003
H  -1.6607  0.7080  -8.3676  -0.0003
H  5.8371  1.4403  -1.5589  0.0000
C  -1.8275  -0.3567  2.3734  0.0152
C  -0.4335  -2.9407  6.6503  -0.0022
H  -2.1507  -3.4176  -2.9758  0.0007
C  1.3996  0.4100  -1.7176  0.0392
H  4.8927  4.8126  -2.8861  0.0000

Atoms 1-3, force components in eV/Å:
0.010 -0.022 -0.013
0.055 0.011 0.036
0.001 -0.058 0.016

## Properties
- Net charge: +1
- HOMO-LUMO gap (spin up / spin down): 7.190 / 4.774 eV
- Largest force on an atom: 0.0176 hartree/bohr
- Energy relative to the best compared isomer or geometry (same formula, charge and spin): 0.0 kcal/mol
- <S²>: 8.8645
- Spin multiplicity: 6
- LUMO energy (spin up / spin down): -2.3 / -5.0 eV
- HOMO level (spin up / spin down): -9.50 / -9.82 eV

***

3.
DFT (ωB97M-V/def2-TZVPD) results for a 2-piece molecular cluster, C4H8OS overall at a distorted geometry.

Each line ends with the natural charge from an NBO analysis.
Atoms and positions in Å:
H  0.9527  2.2361  -0.6699  0.2074
C  -0.0533  -0.0673  0.1622  -0.1200
H  1.6841  0.7593  -1.4276  0.2072
C  0.0496  -1.2846  -0.6828  -0.6920
H  -0.0122  -1.0183  -1.7320  0.2249
H  1.0991  -1.8019  -0.5871  0.2284
C  1.5059  1.3081  -0.4861  -0.5403
O  -2.6830  -0.3690  -0.0883  -0.9884
H  -0.8402  -1.8509  -0.6928  0.2574
S  -1.7455  0.7315  0.1817  1.1304
H  2.2061  1.2098  0.3448  0.2111
H  -1.2437  -0.7963  1.9765  0.2570
C  -0.6297  0.0964  1.5060  -0.6225
H  -0.2899  0.8470  2.1954  0.2394

Atoms 1-3, force components in eV/Å:
0.472 -0.223 0.442
1.973 3.139 -1.231
0.381 0.406 0.734

## Properties
- HOMO-LUMO gap: 9.441 eV
- Largest force on an atom: 0.0876 hartree/bohr
- Energy relative to the best compared isomer or geometry (same formula, charge and spin): 97.7 kcal/mol
- LUMO energy: 0.7 eV
- HOMO level: -8.69 eV